A 16-piece molecular cluster, C59H106F4NO22S6 overall in a non-equilibrium geometry, computed with ωB97M-V/def2-TZVPD.

Output
electronic energy: -6809.90526 hartree
total charge: +1
LUMO energy: -0.054 hartree
Kohn-Sham gap: 9.135 eV

Geometry as XYZ:
```
198
Properties=species:S:1:pos:R:3:forces:R:3
C 18.927 -0.460 10.695 -0.483 -0.270 -1.125
C 20.253 -0.985 11.183 -0.039 0.352 0.654
N 20.586 -2.361 10.690 -0.059 1.451 -0.334
C 20.920 -2.253 9.244 -0.437 -0.608 0.070
C 21.792 -2.822 11.430 0.031 -0.364 0.164
C 22.957 -1.856 11.487 -0.111 0.059 0.498
C 19.385 -3.213 10.919 0.608 -0.543 0.817
C 19.685 -4.684 10.973 -1.392 -0.837 -0.984
O 20.129 -5.116 9.706 0.794 0.300 0.188
C 20.358 -6.493 9.593 0.579 -0.820 -0.764
H 18.096 -0.853 11.280 0.004 0.118 0.138
H 18.745 -0.790 9.665 -0.084 0.168 0.071
H 18.854 0.624 10.617 0.301 0.055 0.379
H 20.173 -1.045 12.272 0.377 -0.301 -0.049
H 21.112 -0.375 10.920 -0.294 0.256 -0.009
H 20.068 -1.849 8.713 -0.031 -0.106 -0.122
H 21.096 -3.280 8.947 0.206 0.148 -0.489
H 21.774 -1.606 9.126 0.260 -0.021 0.004
H 22.140 -3.725 10.931 -0.168 -0.180 0.079
H 21.407 -3.045 12.422 0.322 -0.208 0.156
H 23.198 -1.421 10.528 -0.016 0.056 -0.139
H 23.811 -2.462 11.776 0.170 0.067 0.111
H 22.819 -1.061 12.220 -0.043 -0.029 -0.022
H 18.653 -2.946 10.168 -0.137 -0.180 -0.073
H 19.018 -2.976 11.922 -0.130 0.326 -0.114
H 18.694 -5.157 11.105 0.186 0.029 0.492
H 20.329 -4.988 11.802 0.166 0.067 -0.067
H 21.155 -6.909 10.233 -0.401 0.426 0.480
H 20.780 -6.663 8.593 -0.410 0.153 0.000
H 19.433 -7.077 9.682 0.047 0.086 0.158
F 24.617 -5.596 3.730 -0.285 -0.009 0.540
C 24.319 -6.019 4.996 0.397 0.179 -0.707
C 24.755 -5.276 6.069 0.788 -0.712 1.126
C 24.604 -5.839 7.353 -0.737 0.906 -0.500
C 23.908 -7.016 7.519 -0.465 -1.091 0.163
C 23.400 -7.709 6.420 0.174 0.712 -0.918
C 23.634 -7.208 5.132 -0.328 -0.207 0.446
H 25.400 -4.410 5.999 -0.299 0.155 -0.460
H 24.866 -5.229 8.211 0.300 -0.239 -0.001
H 23.748 -7.473 8.493 0.121 0.358 0.030
H 22.791 -8.601 6.495 0.218 -0.060 0.309
H 23.283 -7.728 4.250 0.056 0.023 0.024
F 23.950 -5.733 15.071 1.045 -0.446 -0.161
C 22.697 -5.303 15.138 -0.736 -0.153 0.156
C 21.721 -6.208 15.516 0.050 -0.415 0.368
C 20.409 -5.797 15.648 -0.710 0.533 -1.031
C 20.109 -4.483 15.308 0.271 1.542 -0.285
C 21.114 -3.583 14.943 0.346 0.008 0.213
C 22.438 -3.989 14.830 -0.126 -0.142 -0.161
H 21.973 -7.245 15.702 0.197 0.066 0.041
H 19.591 -6.485 15.826 0.193 -0.147 0.283
H 19.151 -3.970 15.238 -0.317 -0.921 0.521
H 20.858 -2.535 14.808 -0.116 -0.162 -0.274
H 23.255 -3.389 14.441 -0.108 0.217 0.279
F 22.520 -7.798 12.418 0.393 0.876 -0.463
C 22.056 -8.732 13.231 -0.705 -1.854 0.200
C 20.706 -8.999 13.295 -1.519 0.863 -0.332
C 20.210 -10.018 14.076 0.459 -0.694 0.768
C 21.067 -10.799 14.841 -0.276 -0.055 -0.499
C 22.428 -10.553 14.768 -0.617 -0.417 -0.025
C 22.904 -9.589 13.891 1.403 0.490 1.000
H 19.936 -8.413 12.792 0.544 0.260 -0.215
H 19.160 -10.254 14.159 -0.141 0.351 -0.243
H 20.627 -11.634 15.369 0.314 0.100 0.378
H 23.086 -11.148 15.385 0.292 0.050 -0.216
H 23.980 -9.437 13.879 -0.087 0.148 -0.312
F 15.679 -11.397 12.255 -0.617 -0.068 0.372
C 16.553 -11.247 11.263 0.964 -0.128 -1.311
C 16.291 -11.737 9.999 -0.865 -0.338 0.068
C 17.262 -11.644 9.022 -0.368 0.868 0.384
C 18.453 -10.986 9.307 0.682 0.911 -1.108
C 18.708 -10.383 10.528 -1.383 -0.998 0.679
C 17.718 -10.567 11.499 0.435 0.318 1.352
H 15.287 -12.090 9.780 0.203 -0.285 -0.004
H 16.990 -11.875 8.004 0.257 -0.350 -0.058
H 19.096 -10.754 8.461 0.211 -0.355 0.201
H 19.597 -9.846 10.820 0.183 0.055 -0.398
H 17.803 -10.226 12.532 0.390 0.209 -0.322
C 13.373 -1.354 10.490 0.279 0.092 1.298
S 15.125 -0.911 10.324 -0.472 -0.406 -0.671
O 15.892 -2.097 10.820 0.032 0.024 0.120
C 15.090 -1.039 8.504 -0.007 -0.812 0.784
H 12.737 -0.776 9.828 -0.010 -0.155 -0.246
H 13.083 -1.138 11.523 0.018 0.165 -0.085
H 13.317 -2.439 10.412 -0.070 0.024 -0.573
H 14.503 -1.928 8.265 -0.100 0.057 -0.003
H 16.111 -1.256 8.200 0.095 0.644 -0.265
H 14.598 -0.156 8.110 0.359 0.171 -0.276
C 26.180 -1.222 9.740 0.525 0.693 -0.935
S 25.446 -2.261 8.459 -0.173 -0.142 1.038
O 24.390 -3.056 9.179 0.257 0.053 -0.588
C 24.522 -0.994 7.577 -0.630 -0.299 -0.377
H 25.400 -0.577 10.132 -0.020 -0.034 0.293
H 26.938 -0.612 9.232 -0.187 0.086 0.046
H 26.722 -1.774 10.499 -0.334 -0.446 0.070
H 25.087 -0.283 6.979 0.346 -0.128 0.139
H 23.807 -0.472 8.214 0.233 -0.021 0.309
H 23.931 -1.625 6.906 0.025 0.185 -0.137
C 19.289 -3.259 4.467 0.590 -0.664 0.517
S 19.731 -4.037 6.056 -0.435 -0.563 -0.254
O 19.031 -3.276 7.137 0.611 0.288 -0.382
C 21.482 -3.657 5.847 0.405 1.030 0.400
H 20.038 -3.605 3.759 -0.220 -0.156 -0.263
H 19.382 -2.183 4.543 -0.379 0.132 0.106
H 18.307 -3.648 4.232 -0.197 0.362 -0.235
H 21.592 -2.573 5.702 -0.016 -0.137 -0.233
H 21.798 -4.203 4.961 -0.001 0.004 -0.071
H 22.164 -3.914 6.657 -0.448 -0.401 0.296
C 20.074 0.225 5.692 1.239 -0.460 0.919
S 19.149 1.542 6.526 -0.277 0.322 -0.215
O 18.306 0.890 7.564 -0.017 -0.272 0.236
C 20.514 2.354 7.371 0.103 -0.423 0.358
H 21.131 0.222 5.997 -0.093 0.466 -0.189
H 20.040 0.272 4.610 -0.380 -0.032 -0.077
H 19.746 -0.719 6.136 -0.653 0.100 -0.349
H 20.961 3.042 6.657 0.214 0.030 0.104
H 21.221 1.627 7.778 0.073 0.008 -0.266
H 20.124 2.871 8.247 -0.282 0.243 -0.257
C 17.052 -1.766 16.286 -0.098 0.200 0.122
S 17.707 -0.521 15.160 0.101 -0.740 -0.537
O 18.768 -1.245 14.372 0.032 0.276 0.131
C 16.320 -0.405 14.037 -1.101 0.464 0.298
H 17.820 -1.905 17.043 -0.018 -0.026 0.073
H 16.875 -2.712 15.779 0.071 0.069 -0.252
H 16.128 -1.418 16.747 0.068 0.095 0.043
H 16.498 0.378 13.300 0.409 -0.224 -0.168
H 15.421 -0.061 14.566 0.247 -0.098 0.228
H 16.073 -1.360 13.576 0.379 -0.081 -0.159
C 23.080 2.484 13.248 0.789 0.832 -0.142
S 21.543 2.415 12.316 0.140 -0.429 0.201
O 21.828 1.636 11.071 0.218 0.258 -0.144
C 20.755 1.227 13.415 -0.098 0.364 0.526
H 22.906 2.838 14.266 -0.207 -0.467 0.084
H 23.762 3.239 12.840 -0.365 -0.030 -0.358
H 23.618 1.541 13.167 -0.315 -0.238 0.283
H 20.394 1.736 14.312 -0.102 0.091 -0.155
H 21.448 0.460 13.759 0.061 -0.114 -0.337
H 19.920 0.803 12.867 -0.072 0.117 0.170
C 16.160 -4.664 8.491 0.260 -0.015 0.258
O 16.362 -6.046 8.844 0.529 0.840 -0.466
C 15.285 -6.683 9.219 1.278 0.036 -0.126
O 14.184 -6.272 9.172 -2.746 0.862 -0.047
O 15.654 -7.845 9.675 0.831 -1.809 0.331
C 14.588 -8.584 10.198 -1.785 0.454 1.825
H 16.582 -4.573 7.499 0.406 0.544 0.123
H 16.633 -4.124 9.307 0.416 0.477 -0.508
H 15.129 -4.317 8.478 -0.172 -0.657 -0.004
H 14.070 -7.962 10.946 0.042 0.125 -0.207
H 14.901 -9.418 10.812 0.583 -0.341 -0.735
H 13.795 -8.805 9.490 0.360 -0.384 -0.406
C 27.250 -12.123 8.888 -0.607 0.739 -0.756
O 26.269 -11.142 9.323 0.647 0.340 0.152
C 25.016 -11.541 9.487 0.932 0.898 0.235
O 24.610 -12.611 9.212 -1.133 -2.253 -0.594
O 24.308 -10.557 10.022 -0.075 1.151 0.173
C 22.913 -10.767 10.160 -0.901 -0.620 0.178
H 27.350 -12.059 7.798 -0.150 0.042 0.155
H 26.928 -13.133 9.118 0.201 0.020 0.423
H 28.185 -11.772 9.311 -0.015 -0.416 0.291
H 22.679 -11.436 10.992 0.262 -0.106 -0.090
H 22.464 -11.190 9.259 0.236 -0.044 -0.044
H 22.395 -9.836 10.383 0.548 0.310 -0.090
C 16.598 -4.925 13.774 -0.442 0.277 -0.358
O 17.114 -5.922 14.630 0.882 0.397 0.543
C 16.750 -7.196 14.678 -1.272 0.745 -1.331
O 17.306 -7.982 15.356 1.045 -1.261 1.204
O 15.709 -7.464 13.882 -0.377 -0.010 -0.434
C 15.223 -8.827 13.921 0.282 0.092 -0.029
H 16.399 -5.295 12.770 -0.112 -0.081 0.029
H 17.344 -4.131 13.713 0.177 -0.172 0.047
H 15.700 -4.473 14.202 -0.148 -0.232 -0.090
H 14.510 -8.952 13.112 -0.105 0.362 0.082
H 14.751 -9.003 14.884 0.066 -0.150 -0.015
H 16.029 -9.534 13.732 0.019 0.164 0.330
C 17.993 3.472 14.408 -0.341 0.823 0.404
O 18.048 3.309 12.995 0.544 -0.376 -0.458
C 16.927 3.333 12.258 -0.403 -0.334 0.449
O 15.887 3.831 12.578 -0.230 0.195 0.188
O 17.139 2.644 11.138 1.386 -0.137 0.051
C 16.059 2.483 10.250 -1.255 -0.096 -0.215
H 19.009 3.659 14.754 0.079 -0.362 -0.226
H 17.566 2.595 14.898 0.084 -0.053 -0.120
H 17.441 4.358 14.732 -0.279 -0.134 -0.395
H 15.805 3.409 9.740 -0.022 0.156 0.164
H 15.205 2.098 10.806 -0.183 0.321 -0.006
H 16.269 1.730 9.494 0.753 0.069 0.130
C 26.336 -1.248 14.725 0.338 -0.128 -0.801
O 25.658 -2.338 14.066 -1.087 1.508 0.565
C 26.403 -3.350 13.670 -2.589 0.387 -0.248
O 27.540 -3.457 13.840 4.946 -0.468 0.748
O 25.629 -4.191 13.053 -1.989 -0.936 -0.861
C 26.118 -5.474 12.698 0.493 -0.421 -0.333
H 27.014 -1.625 15.486 -0.146 0.072 0.124
H 25.573 -0.577 15.104 -0.147 -0.257 0.256
H 26.914 -0.680 13.986 0.040 -0.215 0.110
H 26.549 -5.988 13.556 0.135 0.161 0.000
H 26.840 -5.398 11.882 0.140 0.059 0.236
H 25.290 -6.074 12.330 -0.263 0.287 0.131
```
Forces are in eV/Å.

Atom charges from the Löwdin analysis, given in e for atoms 1 to 8: -0.045, -0.193, -0.247, 0.024, -0.142, -0.052, -0.074, -0.187